C11H16B3F7N2O5S | wB97M-V/def2-TZVPD

XYZ file:
```
45
Properties=species:S:1:pos:R:3:mulliken_charge:R:1
O -0.28 -1.32 1.30 -0.672
S -0.02 -1.89 0.01 1.243
O 0.07 -3.33 -0.06 -0.712
B 1.60 -1.27 -0.74 0.385
O 1.84 -1.20 -2.08 -0.342
B 2.72 -0.18 -2.45 0.468
O 3.67 0.27 -1.56 -0.464
B 3.20 0.25 -0.25 0.625
O 2.55 -0.91 0.14 -0.311
C -1.48 -1.42 -1.06 0.530
F -2.57 -1.57 -0.27 -0.239
F -1.58 -2.28 -2.09 -0.264
C -1.45 0.01 -1.64 0.595
F -0.48 0.11 -2.56 -0.241
F -2.65 0.20 -2.25 -0.287
C -1.29 1.14 -0.60 0.505
F -2.11 0.98 0.43 -0.236
F -1.56 2.30 -1.21 -0.264
F -0.03 1.18 -0.17 -0.179
H 2.59 0.31 -3.51 -0.098
H 3.25 1.22 0.42 -0.086
C -4.87 3.60 -0.26 -1.041
C -4.17 4.64 -1.11 -0.240
C -4.77 6.04 -0.97 -0.528
C -6.15 6.11 -1.45 0.225
N -7.23 6.16 -1.82 -0.412
H -5.92 3.48 -0.55 0.380
H -4.39 2.63 -0.37 0.155
H -4.85 3.87 0.80 0.313
H -4.20 4.34 -2.16 0.314
H -3.11 4.69 -0.83 0.204
H -4.17 6.76 -1.53 0.312
H -4.74 6.36 0.08 0.308
C 4.35 -4.89 3.81 -1.184
C 3.84 -4.87 2.38 -0.322
C 4.71 -4.02 1.45 -0.337
C 4.69 -2.61 1.82 0.295
N 4.67 -1.49 2.10 -0.521
H 4.33 -3.89 4.25 0.345
H 3.73 -5.53 4.43 0.348
H 5.37 -5.26 3.86 0.304
H 2.81 -4.50 2.36 0.224
H 3.82 -5.89 1.99 0.337
H 4.34 -4.11 0.42 0.231
H 5.74 -4.38 1.45 0.336
```

largest force on an atom = 1.85 eV Å⁻¹
E_tot = -2086.4796 hartree
HOMO = -11.27 eV
frontier orbital gap = 11.06 eV